1.
Formula: H20O10
Source: the Open Molecules 2025 dataset
Level of theory: the ωB97M-V functional and the def2-TZVPD basis

Last column: Mulliken charge in e.
Geometry (Å):
H1 0.433 0.666 0.027  0.28
H2 -0.764 0.064 -0.513  0.29
H3 -4.744 1.214 -1.633  0.30
H4 -5.636 1.329 -0.400  0.32
H5 -0.743 -4.567 0.019  0.30
H6 -2.002 -3.729 -0.131  0.36
H7 3.283 2.083 -0.721  0.32
H8 2.476 3.324 -0.695  0.32
H9 4.790 -0.325 -0.009  0.31
H10 6.026 -1.238 0.037  0.35
H11 -1.892 -1.822 0.343  0.32
H12 -0.730 -2.311 1.340  0.34
H13 -5.223 -0.767 -1.150  0.33
H14 -4.923 -1.512 0.134  0.23
H15 4.147 -1.982 0.151  0.27
H16 3.500 -2.563 -1.091  0.33
H17 0.746 2.560 2.480  0.31
H18 0.378 1.094 2.541  0.33
H19 -0.077 3.917 -0.277  0.28
H20 0.111 5.281 0.058  0.31
O1 0.007 -0.184 -0.069  -0.58
O2 -4.808 0.936 -0.681  -0.62
O3 -1.157 -3.875 -0.514  -0.63
O4 2.405 2.437 -1.074  -0.62
O5 5.481 -0.779 -0.627  -0.66
O6 -1.720 -2.431 1.057  -0.69
O7 -4.698 -0.654 -0.358  -0.55
O8 4.290 -2.674 -0.452  -0.60
O9 1.020 1.720 2.899  -0.64
O10 0.024 4.788 -0.690  -0.60

Cartesian forces (eV/Å) of the 3 atoms listed first:
H 0.723 0.276 0.058
H -2.095 0.242 -1.228
H 0.068 0.668 0.906

Values from the calculation:
HOMO energy, eV: -8.21
Electronic energy, a.u.: -764.09546
Max |F|, eV Å⁻¹: 14.5



2.
Formula: H20O10
Source: the Open Molecules 2025 dataset
Level of theory: the ωB97M-V functional and the def2-TZVPD basis

Last column: Mulliken charge in e.
Geometry (Å):
O1 -60.059 -45.396 18.423  -0.60
H1 -59.462 -44.725 18.522  0.22
H2 -60.830 -45.355 18.783  0.28
O2 -59.856 -48.026 22.643  -0.67
H3 -60.107 -48.247 21.626  0.46
H4 -59.387 -48.606 23.078  0.23
O3 -58.680 -47.600 19.382  -0.58
H5 -59.182 -46.827 19.118  0.23
H6 -57.947 -47.151 19.002  0.39
O4 -59.698 -45.380 21.953  -0.79
H7 -59.630 -46.096 22.431  0.28
H8 -58.946 -45.328 21.428  0.57
O5 -57.785 -45.010 20.892  -0.56
H9 -57.318 -44.884 20.160  0.17
H10 -57.356 -45.483 21.698  0.35
O6 -61.377 -46.280 19.943  -0.81
H11 -61.132 -47.156 20.118  0.32
H12 -61.011 -45.617 20.587  0.43
O7 -59.819 -46.591 15.790  -0.60
H13 -60.298 -46.003 15.231  0.30
H14 -59.782 -46.189 16.562  0.32
O8 -60.534 -48.894 20.050  -0.79
H15 -59.797 -48.551 19.543  0.50
H16 -60.474 -49.705 20.371  0.24
O9 -57.321 -48.508 21.534  -0.60
H17 -57.103 -49.449 21.539  0.33
H18 -57.739 -48.353 20.673  0.42
O10 -56.431 -46.635 18.484  -0.64
H19 -55.753 -47.295 18.649  0.32
H20 -55.867 -45.777 18.718  0.31

Cartesian forces (eV/Å) of the 3 atoms listed first:
O 7.874 -2.536 -6.470
H 1.555 3.065 0.549
H -7.443 0.611 3.828

Values from the calculation:
HOMO energy, eV: -10.21
Electronic energy, a.u.: -764.22093
Max |F|, eV Å⁻¹: 10.5
SMILES: O.O.O.O.O.O.O.O.O.O



3.
Formula: H20O10
Source: the Open Molecules 2025 dataset
Level of theory: the ωB97M-V functional and the def2-TZVPD basis

Last column: Mulliken charge in e.
Geometry (Å):
O1 -0.341 2.103 -0.107  -0.60
H1 0.020 1.761 0.711  0.27
H2 -0.119 1.535 -0.846  0.30
O2 -0.152 -3.664 -1.275  -0.60
H3 0.457 -3.163 -0.738  0.27
H4 0.463 -4.044 -1.908  0.32
O3 -2.771 -1.384 1.023  -0.64
H5 -2.709 -0.470 1.305  0.31
H6 -1.833 -1.586 1.166  0.30
O4 1.152 1.575 3.365  -0.58
H7 0.967 2.521 3.337  0.30
H8 0.576 1.277 4.078  0.30
O5 -3.768 -0.413 -1.449  -0.62
H9 -4.364 0.240 -1.080  0.29
H10 -3.164 0.000 -2.071  0.32
O6 1.820 -1.986 2.060  -0.63
H11 1.938 -1.053 2.236  0.31
H12 2.165 -2.153 1.178  0.31
O7 -0.878 -0.791 -0.821  -0.55
H13 -0.337 -1.345 -1.384  0.26
H14 -1.796 -1.056 -0.885  0.40
O8 2.759 -1.315 -0.937  -0.56
H15 3.375 -0.684 -1.310  0.28
H16 2.803 -2.172 -1.305  0.27
O9 3.367 2.073 0.481  -0.62
H17 3.150 1.156 0.314  0.29
H18 2.920 2.696 -0.092  0.32
O10 -1.680 3.591 -2.002  -0.62
H19 -1.445 3.506 -1.068  0.33
H20 -2.572 3.247 -1.977  0.29

Cartesian forces (eV/Å) of the 3 atoms listed first:
O -0.232 0.972 0.195
H 0.224 -0.463 -0.074
H -0.006 -0.545 0.197

Values from the calculation:
HOMO energy, eV: -10.73
Electronic energy, a.u.: -764.35405
Max |F|, eV Å⁻¹: 2.2
SMILES: O.O.O.O.O.O.O.O.O.O



4.
Formula: H20O10
Source: the Open Molecules 2025 dataset
Level of theory: the ωB97M-V functional and the def2-TZVPD basis

Last column: Mulliken charge in e.
Geometry (Å):
O1 0.402 0.197 -0.654  -0.59
H1 1.352 0.092 -0.526  0.32
H2 0.028 0.034 0.219  0.33
O2 2.107 -0.072 2.064  -0.58
H3 1.957 0.020 1.117  0.19
H4 1.859 0.786 2.426  0.31
O3 4.170 2.228 -2.117  -0.61
H5 4.975 2.742 -1.992  0.31
H6 3.659 2.393 -1.316  0.31
O4 0.995 -2.671 1.642  -0.55
H7 0.773 -3.535 1.275  0.28
H8 1.185 -2.853 2.569  0.30
O5 -3.550 -0.731 1.828  -0.67
H9 -3.320 -1.623 1.544  0.34
H10 -3.456 -0.200 1.029  0.30
O6 -2.286 -0.733 4.012  -0.66
H11 -2.498 -0.785 3.073  0.40
H12 -2.511 -1.606 4.353  0.29
O7 -0.455 1.283 -3.723  -0.59
H13 0.036 1.404 -4.544  0.28
H14 -0.506 0.326 -3.620  0.30
O8 -1.827 3.953 2.600  -0.62
H15 -0.892 3.841 2.808  0.31
H16 -2.040 3.186 2.057  0.31
O9 -2.887 -2.883 -1.701  -0.62
H17 -2.799 -2.615 -2.622  0.32
H18 -2.451 -2.177 -1.209  0.30
O10 2.349 -0.193 -3.381  -0.57
H19 2.366 0.412 -4.131  0.29
H20 3.264 -0.219 -3.079  0.29

Cartesian forces (eV/Å) of the 3 atoms listed first:
O -0.041 0.102 0.268
H -0.156 -0.117 -0.574
H -0.013 -0.136 0.031

Values from the calculation:
HOMO energy, eV: -10.65
Electronic energy, a.u.: -764.33511
Max |F|, eV Å⁻¹: 1.1
SMILES: O.O.O.O.O.O.O.O.O.O



Which value of HOMO energy does entry 4 give? -10.65 eV



Copy entry 2 word for word.
Formula: H20O10
Source: the Open Molecules 2025 dataset
Level of theory: the ωB97M-V functional and the def2-TZVPD basis

Last column: Mulliken charge in e.
Geometry (Å):
O1 -60.059 -45.396 18.423  -0.60
H1 -59.462 -44.725 18.522  0.22
H2 -60.830 -45.355 18.783  0.28
O2 -59.856 -48.026 22.643  -0.67
H3 -60.107 -48.247 21.626  0.46
H4 -59.387 -48.606 23.078  0.23
O3 -58.680 -47.600 19.382  -0.58
H5 -59.182 -46.827 19.118  0.23
H6 -57.947 -47.151 19.002  0.39
O4 -59.698 -45.380 21.953  -0.79
H7 -59.630 -46.096 22.431  0.28
H8 -58.946 -45.328 21.428  0.57
O5 -57.785 -45.010 20.892  -0.56
H9 -57.318 -44.884 20.160  0.17
H10 -57.356 -45.483 21.698  0.35
O6 -61.377 -46.280 19.943  -0.81
H11 -61.132 -47.156 20.118  0.32
H12 -61.011 -45.617 20.587  0.43
O7 -59.819 -46.591 15.790  -0.60
H13 -60.298 -46.003 15.231  0.30
H14 -59.782 -46.189 16.562  0.32
O8 -60.534 -48.894 20.050  -0.79
H15 -59.797 -48.551 19.543  0.50
H16 -60.474 -49.705 20.371  0.24
O9 -57.321 -48.508 21.534  -0.60
H17 -57.103 -49.449 21.539  0.33
H18 -57.739 -48.353 20.673  0.42
O10 -56.431 -46.635 18.484  -0.64
H19 -55.753 -47.295 18.649  0.32
H20 -55.867 -45.777 18.718  0.31

Cartesian forces (eV/Å) of the 3 atoms listed first:
O 7.874 -2.536 -6.470
H 1.555 3.065 0.549
H -7.443 0.611 3.828

Values from the calculation:
HOMO energy, eV: -10.21
Electronic energy, a.u.: -764.22093
Max |F|, eV Å⁻¹: 10.5
SMILES: O.O.O.O.O.O.O.O.O.O



max |F| of number 4 (H20O10)? 1.1 eV Å⁻¹